1.
# C4H5NO

A single C4H5NO molecule (ωB97M-V with the def2-TZVPD basis set, the Open Molecules 2025 dataset).

The frontier orbital gap (spin up / spin down) comes out at 0.298 / 0.299 Eh. The value obtained for the energy relative to the best compared isomer or geometry (same formula, charge and spin) is 7.626 eV. As for the LUMO energy (spin up / spin down): -0.699 / -0.714 eV. The SMILES is C#C/C(C)=N/O.

Geometry as ORCA input:
```
! RIJCOSX wB97M-V def2-TZVPD def2/J DEFGRID3
* xyz 0 1
C -0.43632 0.17980 1.47171
C 0.45856 0.52047 0.32474
N 1.61547 -0.12727 -0.04458
O 1.11191 -1.34225 -0.27660
C 0.00724 0.97369 -0.90580
C -0.29753 0.23956 -1.90118
H -0.55064 1.07996 2.09030
H -1.43739 -0.12706 1.14705
H 0.02174 -0.60087 2.08393
H 0.38726 -1.05354 -1.17818
H -0.88030 0.25752 -2.81139
*
```

2.
# C21H27BrN9O4Ti

A molecular structure, C21H27BrN9O4Ti (ωB97M-V with the def2-TZVPD basis set, the Open Molecules 2025 dataset).

The frontier orbital gap (spin up / spin down) comes out at 0.219 / 0.292 Eh. The value obtained for the energy relative to the best compared isomer or geometry (same formula, charge and spin) is 0.118 eV. As for the LUMO energy (spin up / spin down): -2.252 / -2.722 eV.

Geometry as ORCA input:
```
! RIJCOSX wB97M-V def2-TZVPD def2/J DEFGRID3
* xyz 1 3
Ti 0.08958 0.73602 0.35100
C -2.75494 4.21955 1.16806
O -1.40064 4.46922 1.58538
C -0.60148 3.43232 1.68152
O -0.95953 2.26580 1.43703
N 0.61980 3.76058 2.11015
N 1.58235 2.76142 2.17857
H -3.18892 5.19860 1.00082
H -3.29521 3.70196 1.95901
H -2.77428 3.62928 0.25533
H 0.85854 4.73852 2.19153
H 1.97340 2.71343 3.11019
H 2.30315 2.92018 1.48436
N -3.27808 0.70023 1.25014
C -3.04126 -0.13982 0.23554
N -4.07932 -0.85590 -0.17525
C -3.83000 -1.72483 -1.16390
N -4.87319 -2.43815 -1.62010
N -2.63670 -1.95872 -1.70365
C -1.64424 -1.19407 -1.24149
N -1.78491 -0.21142 -0.28952
C -0.31990 -1.42697 -1.70164
C 0.00860 -2.47133 -2.59400
C 1.31463 -2.68459 -2.93479
C 2.31023 -1.80807 -2.41706
C 1.93472 -0.80665 -1.57203
N 0.65368 -0.61303 -1.15738
H -4.20517 0.69983 1.63473
H -2.55730 1.30217 1.60851
H -5.79499 -2.21607 -1.29135
H -4.74935 -3.02047 -2.42782
H -0.79800 -3.07617 -2.98372
H 1.58622 -3.47906 -3.61648
H 3.34692 -1.90726 -2.70499
H 2.66447 -0.11993 -1.16620
Br 2.26938 6.03488 -3.41618
C 1.67364 4.56270 -2.38605
C 0.31948 4.30083 -2.27954
C -0.10014 3.22172 -1.50847
C 0.79115 2.37651 -0.83725
C 2.15153 2.67490 -0.99773
C 2.60127 3.75271 -1.75047
H -0.39699 4.93000 -2.79110
H -1.17128 3.03751 -1.45062
H 2.90752 2.04949 -0.52493
H 3.65908 3.95750 -1.85122
O 1.85302 -0.08050 1.31202
C 1.15955 -1.08409 1.60114
O -0.05889 -1.00072 1.90810
C 1.73568 -2.47976 1.38323
N 0.64993 -3.28495 0.70522
C 0.69464 -4.70002 1.23366
C 1.93781 -4.73505 2.11914
C 2.05246 -3.29825 2.62775
H 2.58394 -2.41692 0.70483
H 0.73616 -3.23464 -0.31555
H -0.22750 -2.80423 0.95335
H 0.71908 -5.39127 0.39642
H -0.21494 -4.86479 1.80601
H 2.81761 -5.00128 1.53191
H 1.83452 -5.46332 2.92005
H 3.03557 -3.05623 3.02368
H 1.30782 -3.09934 3.40211
*
```

3.
# C41H104BeN7O13

A molecular structure, C41H104BeN7O13 at a distorted geometry (ωB97M-V with the def2-TZVPD basis set, the Open Molecules 2025 dataset).

The frontier orbital gap comes out at 0.120 Eh. The value obtained for the energy relative to the best compared isomer or geometry (same formula, charge and spin) is 0.000 eV. As for the LUMO energy: -6.386 eV.

Geometry as ORCA input:
```
! RIJCOSX wB97M-V def2-TZVPD def2/J DEFGRID3
* xyz 1 1
Be -10.06228 -28.84544 -7.65306
C -10.46821 -28.30779 -2.97779
C -10.61229 -27.69807 -4.38232
C -9.51320 -26.66562 -4.63220
O -10.77357 -28.59079 -5.41335
H -10.57907 -27.58685 -2.17111
H -9.50424 -28.82203 -2.88253
H -11.17045 -29.13831 -2.87177
H -11.49647 -27.04375 -4.27215
H -9.24290 -26.11485 -3.72949
H -9.78398 -25.89538 -5.36046
H -8.62172 -27.16619 -5.02280
C -3.46881 -32.54264 1.64857
O -4.05553 -31.27173 1.82679
C -3.11485 -30.30976 2.18086
C -3.73816 -28.91192 2.21463
N -3.98383 -28.40321 0.88658
C -4.54915 -27.08089 0.88774
C -5.07986 -26.62649 -0.45960
O -6.40880 -27.11324 -0.61083
C -7.04717 -26.41870 -1.66610
H -2.62350 -32.51866 0.95224
H -4.16038 -33.29795 1.28290
H -3.07156 -32.89435 2.60739
H -2.22961 -30.30818 1.52691
H -2.63711 -30.48027 3.15798
H -3.08494 -28.26503 2.80064
H -4.68469 -29.07958 2.74947
H -4.26266 -29.06784 0.18641
H -3.77308 -26.33349 1.11029
H -5.28736 -26.90222 1.67959
H -4.40347 -26.98832 -1.24448
H -5.02890 -25.53375 -0.49807
H -6.35562 -26.41729 -2.51557
H -7.38300 -25.39734 -1.46011
H -7.95428 -26.95706 -1.94557
C -16.65190 -32.35141 -1.80911
O -16.06624 -31.14311 -1.34072
C -14.80892 -30.89970 -1.96307
C -14.07016 -29.82609 -1.18817
N -14.39836 -28.49025 -1.69108
C -13.59804 -27.55673 -0.88216
C -13.62383 -26.12697 -1.43925
O -13.26409 -25.16121 -0.46220
C -11.92741 -25.26856 -0.00165
H -17.04273 -32.22857 -2.82415
H -17.54047 -32.52203 -1.20250
H -15.93765 -33.17235 -1.72740
H -14.93233 -30.59491 -3.00799
H -14.24627 -31.83856 -2.03125
H -13.00681 -30.07553 -1.23533
H -14.28524 -29.99291 -0.12375
H -15.38192 -28.26750 -1.60314
H -12.54408 -27.82776 -0.80974
H -13.98584 -27.55005 0.14389
H -14.64772 -25.86474 -1.71181
H -13.00317 -26.06787 -2.34195
H -11.83534 -24.38800 0.63137
H -11.24124 -25.32642 -0.85260
H -11.73950 -26.12559 0.65466
C -12.24443 -37.27760 -4.73542
O -11.88460 -35.97888 -4.30704
C -12.96091 -35.23645 -3.78098
C -12.31880 -34.02494 -3.12623
N -11.89694 -33.07497 -4.13494
C -11.01453 -32.02253 -3.59854
C -9.61642 -32.61411 -3.45551
O -8.99312 -32.72961 -4.74184
C -7.90423 -33.63644 -4.67274
H -11.38342 -37.92440 -4.88473
H -12.77551 -37.17020 -5.68786
H -12.92576 -37.76369 -4.03073
H -13.53453 -35.79016 -3.02879
H -13.69506 -34.86688 -4.50672
H -11.52974 -34.37793 -2.44778
H -13.06237 -33.62687 -2.42672
H -11.29516 -33.55925 -4.79522
H -11.44594 -31.64820 -2.66759
H -10.97336 -31.13944 -4.24288
H -9.64099 -33.60184 -2.98584
H -8.89073 -32.02221 -2.88080
H -8.31813 -34.64866 -4.60449
H -7.23837 -33.44807 -3.82800
H -7.39904 -33.61027 -5.63753
C -13.27480 -20.03619 -10.16066
O -12.71384 -20.97933 -9.28888
C -11.56756 -20.44209 -8.64200
C -11.02892 -21.50340 -7.68238
N -12.04092 -22.08559 -6.81512
C -12.39995 -21.31575 -5.61752
C -11.35202 -21.34594 -4.51637
O -11.52129 -22.37822 -3.57628
C -11.14362 -23.62512 -4.10123
H -14.08200 -20.45836 -10.75811
H -12.58067 -19.76392 -10.97126
H -13.55022 -19.08417 -9.69937
H -11.91904 -19.54177 -8.12686
H -10.78238 -20.21863 -9.37197
H -10.26328 -21.02804 -7.06681
H -10.55725 -22.26789 -8.30565
H -12.85266 -22.26628 -7.39219
H -13.34736 -21.68146 -5.21718
H -12.62288 -20.28885 -5.93979
H -11.37493 -20.41064 -3.95372
H -10.36393 -21.30633 -4.99365
H -11.14568 -24.35938 -3.29439
H -10.13667 -23.67566 -4.53701
H -11.76444 -24.01705 -4.91333
C -12.37608 -26.14641 -7.52981
O -11.20546 -26.66424 -8.15121
C -10.38114 -25.64140 -8.69751
C -9.06456 -26.24426 -9.03756
N -8.44462 -26.86302 -7.86534
C -7.16950 -27.43331 -8.27655
C -6.67941 -28.22149 -7.07133
O -7.70723 -29.13875 -6.72709
C -7.50467 -29.85966 -5.50882
H -12.86770 -26.98301 -7.04285
H -13.05146 -25.76908 -8.30279
H -12.18350 -25.34767 -6.81089
H -10.21132 -24.82892 -7.97954
H -10.84174 -25.19764 -9.58476
H -8.33166 -25.61868 -9.55674
H -9.25143 -27.02500 -9.79120
H -8.26866 -26.02581 -7.30491
H -6.49912 -26.60329 -8.51776
H -7.23669 -28.08104 -9.15122
H -6.50123 -27.59203 -6.18945
H -5.68487 -28.65543 -7.21979
H -7.15393 -29.25394 -4.66821
H -6.83921 -30.71961 -5.58100
H -8.53706 -30.13615 -5.30114
C -16.17261 -28.76269 -5.72496
C -14.75598 -28.21231 -5.67646
C -14.64953 -26.83010 -4.99501
O -15.40007 -25.85932 -5.66161
C -15.07528 -24.51399 -5.35503
N -13.85995 -29.16990 -5.01175
H -16.55231 -28.85068 -4.70461
H -16.18910 -29.72004 -6.24155
H -16.80256 -28.05002 -6.26038
H -14.46965 -28.06303 -6.72156
H -13.58926 -26.55242 -5.11975
H -14.88770 -26.84572 -3.92569
H -15.37548 -24.36568 -4.31419
H -15.59491 -23.83574 -6.02741
H -14.00141 -24.33987 -5.49248
H -12.93737 -28.82098 -5.27769
H -13.81123 -29.02761 -4.00358
C -7.62906 -22.17572 -6.05194
C -6.62426 -23.29286 -6.30957
C -6.48509 -24.31895 -5.20268
O -6.08243 -23.83009 -3.93501
C -4.76414 -23.31011 -3.89747
N -6.84554 -24.00000 -7.59831
H -7.34751 -21.63853 -5.14948
H -8.63352 -22.59069 -5.94522
H -7.63342 -21.55729 -6.95069
H -5.63054 -22.83411 -6.40007
H -5.77815 -25.12719 -5.44398
H -7.44287 -24.78652 -4.94993
H -4.03727 -23.97708 -4.37966
H -4.53409 -23.28172 -2.83547
H -4.70760 -22.35838 -4.42910
H -5.97532 -24.53168 -7.64532
H -6.66502 -23.29419 -8.30972
*
```

4.
# C3H3Br4Cl

A molecular structure, C3H3Br4Cl at a distorted geometry (ωB97M-V with the def2-TZVPD basis set, the Open Molecules 2025 dataset).

The frontier orbital gap (spin up / spin down) comes out at 0.315 / 0.204 Eh. The value obtained for the energy relative to the best compared isomer or geometry (same formula, charge and spin) is 2.550 eV. As for the LUMO energy (spin up / spin down): -1.317 / -2.978 eV.

Geometry as ORCA input:
```
! RIJCOSX wB97M-V def2-TZVPD def2/J DEFGRID3
* xyz 0 1
C -1.17950 -1.00214 0.74340
C -1.06904 0.21418 1.13127
C 1.73688 1.01172 -1.01231
Cl 2.04083 -0.60675 -1.36013
Br -0.02538 -2.26375 -2.28426
Br -0.71146 0.84920 2.93463
Br 1.21131 2.18030 -2.47800
Br 1.86370 1.68202 0.65872
H -1.47848 -1.29290 -0.21394
H -1.07170 -1.85165 1.40669
H -1.31717 1.07978 0.47392
*
```

5.
# C40H60BGeN9O2PbSSe

A molecular structure, C40H60BGeN9O2PbSSe at a distorted geometry (ωB97M-V with the def2-TZVPD basis set, the Open Molecules 2025 dataset).

The frontier orbital gap comes out at 0.205 Eh. The value obtained for the energy relative to the best compared isomer or geometry (same formula, charge and spin) is 2.679 eV. As for the LUMO energy: 4.168 eV.

Geometry as ORCA input:
```
! RIJCOSX wB97M-V def2-TZVPD def2/J DEFGRID3
* xyz -2 1
Pb -0.02785 0.04439 0.60378
C 0.02915 -0.04531 -5.17162
C 1.14915 -0.67301 -4.41082
C 2.02925 -1.67111 -4.85192
C 2.85725 -1.90821 -3.77202
C 4.00295 -2.85171 -3.64482
N 2.47395 -1.08601 -2.77522
N 1.44225 -0.33421 -3.16722
B 3.15165 -0.91641 -1.39202
N 2.61995 -1.92841 -0.39182
N 1.35075 -2.35971 -0.45892
C 1.18865 -3.28571 0.47418
C -0.12195 -3.96211 0.67528
C 2.39175 -3.47461 1.16918
C 3.27555 -2.58411 0.59558
C 4.68695 -2.32371 0.99258
N 2.86875 0.57069 -1.03222
N 1.61935 1.04179 -0.89302
C 1.58975 2.29269 -1.33302
C 0.34625 3.09279 -1.43622
C 2.87375 2.66459 -1.73822
C 3.65665 1.55109 -1.51662
C 5.12285 1.41649 -1.73062
H 0.39655 0.73239 -5.84652
H -0.68175 0.40129 -4.48022
H -0.48145 -0.80561 -5.76222
H 2.04755 -2.16081 -5.80822
H 4.04005 -3.50471 -4.51392
H 3.89255 -3.44891 -2.74402
H 4.94435 -2.30311 -3.57182
H 4.32815 -1.06051 -1.51752
H -0.90625 -3.35311 0.23348
H -0.30635 -4.08861 1.73798
H -0.13015 -4.94811 0.20528
H 2.57825 -4.13891 1.99188
H 4.97465 -3.05201 1.74598
H 4.77695 -1.32641 1.42138
H 5.36395 -2.39411 0.14228
H -0.36145 2.57469 -2.08182
H 0.57405 4.07109 -1.85442
H -0.12115 3.20679 -0.46212
H 3.18935 3.60839 -2.13952
H 5.57505 2.40699 -1.72532
H 5.32695 0.93439 -2.68662
H 5.57195 0.81659 -0.94362
C -5.59205 1.57679 -3.18462
C -5.74265 0.83179 -1.85782
N -4.74005 1.21499 -0.89142
C -5.07985 2.15859 0.14328
C -4.92535 3.61989 -0.27342
C -3.47825 0.70979 -1.03092
S -2.25435 1.46739 -0.08972
N -3.31315 -0.18701 -1.96382
C -2.44565 -1.21091 -1.94412
O -1.91745 -1.67431 -0.93532
C -2.31675 -1.90441 -3.26162
C -3.25445 -1.71291 -4.27122
C -3.17255 -2.43301 -5.44842
C -2.15085 -3.35151 -5.63042
C -1.20425 -3.53121 -4.63552
C -1.28555 -2.81861 -3.45442
H -6.29605 1.18019 -3.91502
H -4.57685 1.43489 -3.54372
H -5.77655 2.64019 -3.05172
H -5.62705 -0.24021 -2.04142
H -6.73265 1.01609 -1.42932
H -4.41075 1.97599 0.98798
H -6.11335 1.96279 0.45538
H -3.92225 3.76629 -0.66202
H -5.06715 4.26369 0.59078
H -5.65395 3.89799 -1.03212
H -4.05455 -1.00601 -4.11532
H -3.91015 -2.28281 -6.22682
H -2.09155 -3.92291 -6.54882
H -0.40115 -4.23881 -4.78412
H -0.55725 -2.95251 -2.66952
Se 1.03515 -1.28131 3.69828
C 0.69565 -2.95031 4.48828
C 1.64935 -3.56431 5.31368
C 1.34905 -4.75641 5.92698
N 0.19485 -5.40701 5.79158
C -0.70635 -4.82491 5.00308
C -0.52075 -3.63061 4.34598
H 2.60725 -3.08641 5.46178
H 2.07315 -5.23831 6.58088
H -1.64295 -5.36841 4.90678
H -1.30845 -3.21221 3.73348
C -2.19765 0.61999 3.47618
C -1.30485 1.72059 4.05948
C -1.03185 1.40949 5.53748
C -2.04335 3.07429 3.97548
O -0.02875 1.76669 3.47508
H -3.18515 0.65499 3.93548
H -1.74585 -0.34921 3.65938
H -2.31075 0.75529 2.40268
H -1.96415 1.19509 6.05578
H -0.53535 2.25069 6.01438
H -0.37955 0.54339 5.59248
H -2.80525 3.12449 4.75358
H -2.52965 3.20229 3.01048
H -1.32885 3.87999 4.12688
C 1.66115 4.27069 3.99298
Ge 1.72895 3.28129 2.23428
C 2.13235 4.80839 0.95738
C 3.36625 2.15959 2.27268
C 0.11245 2.08739 2.06748
H 2.61475 4.75259 4.20278
H 1.43975 3.57869 4.79568
H 0.89355 5.04209 3.98348
H 2.77975 5.53389 1.44178
H 1.23195 5.32489 0.64138
H 2.63945 4.44419 0.07568
H 4.22125 2.65099 2.73018
H 3.63395 1.86829 1.26278
H 3.13625 1.25979 2.83278
H -0.73095 2.72189 1.76348
*
```

6.
# C5H9NOS

A single C5H9NOS molecule at a distorted geometry (ωB97M-V with the def2-TZVPD basis set, the Open Molecules 2025 dataset).

The frontier orbital gap comes out at 0.359 Eh. The value obtained for the energy relative to the best compared isomer or geometry (same formula, charge and spin) is 2.447 eV. As for the LUMO energy: 0.691 eV. The SMILES is [H]/N=C1\SCCO[C@@H]1C.

Geometry as ORCA input:
```
! RIJCOSX wB97M-V def2-TZVPD def2/J DEFGRID3
* xyz 0 1
C -0.81967 1.22161 -0.06167
C -0.19910 -1.79812 -0.22501
C -1.50720 -1.44315 0.41239
C 0.67263 0.37161 -0.41121
C 1.94055 1.11960 0.09008
N -0.66270 2.44080 0.29119
O 0.79470 -0.92403 0.21887
S -2.21534 0.11575 -0.28776
H 0.14416 -2.87735 -0.05295
H -0.26541 -1.68891 -1.42366
H -2.34332 -2.13562 0.26957
H -1.43400 -1.19864 1.53000
H 0.66197 0.11634 -1.50506
H 2.37229 0.69498 1.07674
H 1.61880 2.17648 0.07836
H 2.80449 0.93720 -0.56246
H -1.56286 2.87142 0.56258
*
```